Computed, not measured: the ion C5H8NO with charge -1 in a non-equilibrium geometry, with ωB97M-V/def2-TZVPD.

Results
gap between HOMO and LUMO (spin up / spin down)	0.20727 / 0.21503	Eh
ΔE to the lowest compared entry with this formula, charge and spin	86.29	kcal/mol

ORCA input file:
```
! RIJCOSX wB97M-V def2-TZVPD def2/J DEFGRID3
* xyz -1 1
C 0.249 1.669 -0.484
C 0.633 0.419 -0.865
C -0.516 1.915 0.639
C -0.140 -0.784 -0.386
C 0.659 -1.914 0.334
N -1.187 -0.304 0.555
O -2.316 -0.306 0.046
H 0.845 2.498 -0.985
H 1.489 0.343 -1.540
H -0.202 1.871 1.645
H -1.409 2.472 0.505
H -0.552 -1.263 -1.317
H 0.235 -1.814 1.335
H 1.773 -1.834 0.505
H 0.440 -2.966 0.012
*
```

Results of the Löwdin charge analysis, in e, for atoms 1 through 8:
1 C -0.283
2 C -0.117
3 C -0.135
4 C -0.419
5 C -0.099
6 N -0.191
7 O -0.226
8 H 0.076